{"formula": "C31H46N5O2S3SeSiZr", "method": "wB97M-V/def2-TZVPD", "elements": ["Zr", "C", "C", "N", "C", "C", "S", "C", "C", "N", "H", "H", "H", "H", "H", "H", "H", "H", "H", "H", "H", "H", "H", "H", "O", "S", "C", "C", "C", "C", "S", "O", "C", "C", "C", "C", "C", "C", "C", "C", "C", "C", "C", "C", "H", "H", "H", "H", "H", "H", "H", "H", "H", "H", "H", "H", "H", "H", "H", "H", "H", "H", "Se", "N", "C", "C", "C", "C", "N", "C", "N", "H", "H", "H", "C", "Si", "C", "C", "C", "H", "H", "H", "H", "H", "H", "H", "H", "H", "H", "H"], "xyz": [[-0.012, 0.263, 0.002], [0.296, -1.897, 2.622], [-0.851, -2.344, 1.730], [-0.556, -2.094, 0.296], [0.287, -3.133, -0.350], [1.770, -3.103, 0.004], [2.505, -1.422, -0.025], [3.134, -1.262, 1.679], [2.229, -0.393, 2.549], [0.799, -0.562, 2.210], [-0.049, -1.883, 3.657], [1.114, -2.611, 2.582], [-1.048, -3.404, 1.915], [-1.752, -1.784, 1.976], [-1.455, -2.191, -0.173], [-0.093, -4.126, -0.093], [0.182, -3.008, -1.424], [1.976, -3.534, 0.979], [2.315, -3.694, -0.730], [3.265, -2.267, 2.073], [4.124, -0.814, 1.616], [2.414, -0.636, 3.599], [2.487, 0.654, 2.410], [0.302, 0.120, 2.775], [0.244, -0.627, -1.923], [1.446, -0.671, -2.895], [1.330, 0.826, -3.961], [0.285, 0.853, -5.064], [-1.137, 0.918, -4.506], [-1.494, 2.288, -3.916], [-2.051, 2.226, -2.176], [-0.827, 1.682, -1.418], [-3.184, 0.844, -2.385], [-2.919, -0.371, -1.783], [-3.790, -1.431, -1.972], [-4.925, -1.258, -2.753], [-5.193, -0.025, -3.336], [-4.323, 1.039, -3.151], [1.025, -1.942, -4.073], [2.045, -2.347, -4.926], [1.773, -3.318, -5.877], [0.502, -3.876, -5.951], [-0.503, -3.464, -5.084], [-0.247, -2.489, -4.131], [2.340, 0.916, -4.369], [1.160, 1.632, -3.244], [0.388, -0.018, -5.710], [0.489, 1.726, -5.689], [-1.236, 0.149, -3.742], [-1.847, 0.663, -5.291], [-2.313, 2.769, -4.452], [-0.653, 2.985, -3.913], [-2.052, -0.446, -1.138], [-3.611, -2.394, -1.507], [-5.614, -2.080, -2.890], [-6.088, 0.109, -3.928], [-4.547, 2.006, -3.586], [3.036, -1.911, -4.852], [2.553, -3.641, -6.551], [0.298, -4.643, -6.685], [-1.490, -3.899, -5.158], [-1.026, -2.153, -3.457], [3.477, 2.022, -1.492], [3.790, 3.329, -0.409], [2.842, 3.366, 0.515], [2.735, 4.247, 1.618], [1.690, 4.036, 2.478], [0.774, 2.985, 2.260], [0.835, 2.144, 1.241], [1.844, 2.346, 0.372], [1.977, 1.517, -0.657], [3.460, 5.038, 1.761], [1.555, 4.665, 3.347], [-0.046, 2.834, 2.956], [-3.761, 2.300, 2.928], [-3.673, 0.923, 1.630], [-4.180, -0.739, 2.355], [-4.868, 1.416, 0.262], [-1.806, 0.891, 1.211], [-4.795, 2.483, 3.226], [-3.366, 3.236, 2.523], [-3.197, 2.057, 3.832], [-5.198, -0.656, 2.742], [-3.550, -1.046, 3.193], [-4.192, -1.542, 1.612], [-5.800, 1.724, 0.741], [-5.111, 0.598, -0.419], [-4.514, 2.268, -0.321], [-1.386, 0.827, 2.228], [-1.628, 1.942, 0.906]], "atomic_forces_ev_per_a": [[0.21, -0.46, 0.52], [-0.17, -0.16, -0.17], [0.12, 0.02, 0.26], [-0.22, 0.26, 0.12], [0.28, -0.06, -0.05], [0.00, 0.25, -0.04], [-0.13, -0.21, 0.35], [-0.12, 0.08, -0.19], [0.17, -0.10, -0.05], [-0.20, 0.33, 0.19], [0.06, 0.03, 0.03], [0.03, 0.05, -0.01], [-0.06, 0.00, -0.08], [0.01, -0.01, -0.05], [-0.04, 0.09, 0.00], [-0.07, 0.02, -0.01], [-0.10, -0.01, -0.01], [0.01, -0.03, -0.01], [-0.03, -0.06, 0.02], [0.03, 0.00, 0.01], [0.03, -0.04, 0.02], [-0.06, 0.03, 0.02], [-0.02, 0.03, 0.02], [0.00, -0.01, 0.06], [0.13, -0.26, -0.34], [-0.30, 0.15, -0.95], [-0.07, -0.10, 0.03], [-0.16, -0.02, 0.14], [0.16, -0.02, -0.09], [0.08, -0.14, 0.25], [-0.32, -0.16, -0.50], [0.05, -0.13, 0.15], [0.15, 0.13, 0.16], [0.03, 0.18, -0.03], [-0.02, -0.06, 0.03], [-0.01, 0.01, 0.00], [0.00, -0.03, 0.01], [0.02, 0.10, -0.02], [0.18, 0.00, 0.23], [0.08, 0.08, 0.08], [-0.02, 0.01, -0.01], [0.04, -0.02, -0.02], [0.00, -0.02, -0.03], [-0.12, 0.09, 0.05], [0.02, 0.00, 0.05], [0.10, 0.02, 0.04], [0.03, -0.02, 0.00], [0.06, -0.01, -0.01], [-0.08, -0.05, -0.03], [-0.03, 0.04, 0.02], [-0.03, 0.08, 0.07], [-0.05, 0.07, 0.05], [-0.30, -0.22, -0.17], [0.03, 0.03, 0.03], [0.01, 0.00, -0.02], [0.01, 0.02, 0.00], [-0.02, -0.02, -0.01], [0.00, -0.06, -0.01], [-0.01, -0.01, 0.00], [-0.02, 0.02, -0.01], [0.01, -0.01, 0.03], [0.00, -0.01, -0.01], [-0.02, -0.39, -0.36], [0.14, 0.50, 0.37], [-0.07, -0.38, -0.26], [-0.20, 0.13, 0.33], [0.45, 0.28, -0.12], [-0.46, -0.47, -0.21], [0.02, 0.18, -0.02], [0.83, 0.41, -0.23], [-0.03, 0.36, 0.40], [-0.02, -0.01, 0.03], [-0.03, 0.00, 0.00], [-0.02, 0.01, 0.00], [-0.03, -0.41, -0.20], [-0.14, 0.16, 0.43], [-0.01, 0.25, -0.10], [0.24, -0.20, 0.05], [0.20, -0.22, -0.55], [0.01, 0.02, 0.03], [-0.02, 0.01, -0.02], [0.00, -0.01, 0.00], [0.00, -0.03, 0.01], [0.00, 0.02, 0.01], [0.02, 0.00, -0.02], [0.02, 0.01, 0.06], [0.01, 0.04, 0.02], [-0.02, 0.04, 0.02], [-0.13, 0.08, 0.07], [-0.11, -0.08, 0.18]], "lowdin_charge": [1.690, -0.145, -0.153, -0.142, -0.218, -0.364, 0.891, -0.378, -0.230, -0.172, 0.149, 0.107, 0.145, 0.087, 0.106, 0.144, 0.091, 0.079, 0.098, 0.089, 0.093, 0.144, 0.102, 0.089, -0.725, 1.012, -0.310, -0.190, -0.203, -0.267, 1.130, -0.677, -0.414, -0.130, -0.052, -0.030, -0.021, -0.062, -0.403, -0.068, -0.029, -0.024, -0.032, -0.081, 0.101, 0.050, 0.120, 0.138, 0.071, 0.137, 0.108, 0.104, 0.028, 0.117, 0.127, 0.130, 0.132, 0.124, 0.128, 0.127, 0.123, 0.099, 1.294, -0.174, -0.334, 0.079, 0.016, -0.043, -0.011, -0.475, -0.336, 0.149, 0.134, 0.138, -0.176, 0.468, -0.178, -0.158, -0.384, 0.043, 0.034, 0.033, 0.049, 0.031, 0.025, 0.054, 0.020, 0.028, -0.011, -0.004], "gap_ev": 6.77, "multiplicity": 1, "lumo_ha": -0.35716, "charge": 3, "largest_force_ev_per_a": 1.00, "total_energy_ev": -151427.78807}